The following is a DFT calculation (the ωB97M-V functional and the def2-TZVPD basis) of a single C4H5N3 molecule.

Geometry as XYZ:
```
12
Properties=species:S:1:pos:R:3:forces:R:3
N 2.32559 -0.20090 -0.09870 0.013 -0.140 0.000
C 0.95120 -0.07477 -0.04748 -0.094 0.031 0.001
N 0.23110 -1.19158 0.13176 -0.099 0.254 0.051
C -1.08824 -1.02688 0.22505 0.001 0.022 0.039
C -1.70143 0.21659 0.16772 0.154 -0.007 -0.017
C -0.84830 1.29831 -0.01852 -0.026 -0.003 -0.039
N 0.46790 1.17248 -0.14421 -0.137 -0.204 -0.005
H 2.78369 0.24552 -0.87774 -0.030 0.274 0.220
H 2.67209 -1.12529 0.09350 -0.168 -0.168 -0.206
H -1.68189 -1.93401 0.33804 0.146 0.126 0.040
H -2.77526 0.33944 0.25647 0.184 -0.038 -0.006
H -1.23646 2.31572 -0.05330 0.055 -0.147 -0.079
```
Positions in Å, forces in eV/Å.

Its electronic energy is -8699.64663 eV. As for the frontier orbital gap: 9.99 eV. Its net charge is 0. The LUMO energy is 0.93 eV. The SMILES is Nc1ncccn1.

***

The following is a DFT calculation (the ωB97M-V functional and the def2-TZVPD basis) of a molecular structure, C16H10BrEuF5 in a non-equilibrium geometry.

Geometry as XYZ:
```
33
Properties=species:S:1:pos:R:3:forces:R:3
C 1.98021 0.99068 -2.41183 -0.071 -0.940 -0.006
C 2.69969 0.28148 -1.38728 -0.578 -1.006 -0.989
C 1.99665 -0.97098 -1.14393 0.818 -0.167 -1.768
H 3.54486 0.66342 -0.78551 -0.637 -0.321 -0.563
C 0.82875 -1.00894 -2.01302 1.647 -0.012 -0.963
C 0.82351 0.20673 -2.79784 0.867 -0.490 0.399
H 0.00302 0.51639 -3.47369 0.741 -0.196 0.435
H 2.22253 2.00703 -2.77091 -0.215 -0.771 0.233
H 2.19200 -1.65739 -0.30765 0.065 0.535 -0.774
H 0.03431 -1.76884 -1.99736 0.590 0.469 -0.118
Eu 0.44950 0.62176 -0.25084 -1.243 0.613 -0.850
Br 1.89373 0.44194 1.84107 2.340 -0.263 3.225
C -0.96529 2.36273 0.64992 0.020 1.984 -0.359
C -1.36968 2.26653 -0.74165 0.730 1.375 0.334
C -0.29707 2.84333 -1.54373 -0.549 -0.018 0.919
H -2.25259 1.71501 -1.12648 0.645 0.577 0.293
C 0.76391 3.26286 -0.65850 -1.070 -0.123 0.419
C 0.35577 2.98351 0.69678 -1.430 0.478 -0.659
H 0.97125 3.10655 1.60261 -0.514 -0.049 -0.728
H -1.46356 1.87989 1.49949 0.314 0.643 -0.647
H -0.26581 2.84160 -2.65062 0.013 0.051 0.919
H 1.76322 3.63685 -0.95147 -0.837 -0.211 0.148
F 0.51119 -2.97469 -0.13902 -0.332 0.243 0.277
C -0.39265 -2.51466 0.78720 -1.036 -0.842 1.040
C -0.74309 -1.20612 1.01039 -0.491 -0.205 -0.176
C -1.68045 -0.97015 1.98697 -0.192 -1.643 0.329
F -2.14924 0.26655 2.36303 0.168 -0.340 -0.228
C -2.27496 -2.00783 2.71012 0.366 0.470 -0.324
F -3.20144 -1.74097 3.65053 -0.378 -0.126 0.403
C -1.91833 -3.32469 2.46735 0.296 0.618 -0.384
F -2.48448 -4.32975 3.15631 -0.178 -0.325 0.230
C -0.96578 -3.57326 1.49556 0.155 0.464 -0.150
F -0.60968 -4.84657 1.23401 -0.022 -0.471 0.083
```
Positions in Å, forces in eV/Å.

Its electronic energy is -119710.84876 eV. As for the frontier orbital gap (spin up / spin down): 4.38 / 5.97 eV. Its net charge is -2. Its spin multiplicity is 8. The LUMO energy (spin up / spin down) is 5.21 / 5.20 eV.

***

The following is a DFT calculation (the ωB97M-V functional and the def2-TZVPD basis) of 9 unconnected molecules or ions with the total composition C24H33Cl4N5O10 in a non-equilibrium geometry.

Geometry as XYZ:
```
76
Properties=species:S:1:pos:R:3:forces:R:3
C -4.18641 -3.79671 2.29494 0.180 -0.008 0.166
Cl -3.84308 -5.35609 3.04423 -0.016 -0.186 0.033
Cl -5.91558 -3.48777 2.32362 -0.118 0.092 0.047
Cl -3.32933 -2.53992 3.21284 -0.146 0.020 -0.079
Cl -3.62739 -3.80109 0.62977 0.069 0.106 -0.154
C -3.02469 -0.10342 -3.82432 -0.165 -0.340 -0.768
N -3.82337 -1.26822 -3.32673 -0.414 0.723 0.313
O -3.51016 -1.71239 -2.24853 0.336 -0.461 0.159
O -4.78727 -1.61242 -3.97750 0.276 -0.130 -0.153
H -3.42423 0.11456 -4.81068 0.043 0.208 0.082
H -1.98192 -0.39279 -3.90639 0.017 -0.120 0.238
H -3.15087 0.72401 -3.13692 -0.073 -0.032 0.148
C 4.85708 2.77771 -3.59940 -0.231 0.510 -0.005
N 3.90283 3.07890 -2.48750 0.371 -0.077 0.062
O 4.33409 3.68804 -1.53282 -0.044 -0.056 -0.048
O 2.76549 2.68159 -2.61316 -0.195 -0.047 -0.005
H 5.39330 1.86636 -3.36514 -0.058 -0.112 0.103
H 5.53493 3.62234 -3.64662 0.104 -0.062 -0.067
H 4.25684 2.68385 -4.49668 0.102 -0.120 -0.072
C -5.34112 0.22332 1.07763 0.640 0.273 0.149
N -6.21319 -0.43413 0.08351 0.069 -0.285 0.090
O -7.23516 -0.94286 0.49470 -0.138 0.134 -0.065
O -5.80625 -0.49979 -1.05727 -0.174 0.172 -0.110
H -4.55323 0.75423 0.56027 0.036 -0.020 -0.140
H -4.90361 -0.57451 1.67335 -0.075 0.016 0.118
H -5.88743 0.91760 1.70417 -0.334 -0.192 0.010
C -0.56829 2.08373 3.13846 0.289 0.165 -0.396
N -1.91219 1.50362 2.93046 0.138 -0.023 -0.020
O -2.69103 2.14898 2.26109 -0.215 -0.039 -0.019
O -2.12940 0.41222 3.41090 -0.218 0.011 0.059
H -0.03269 1.45305 3.83418 -0.038 0.074 0.071
H -0.67994 3.11535 3.45404 -0.108 -0.033 0.212
H -0.08455 2.09675 2.16040 -0.029 -0.175 0.037
C 5.44458 -3.81630 1.71181 0.604 0.357 -0.382
N 4.41928 -2.78574 2.02795 -0.095 -0.144 0.370
O 3.44710 -2.73203 1.30740 -0.097 0.073 -0.161
O 4.59231 -2.10677 3.02023 0.072 -0.030 -0.167
H 5.15733 -4.74056 2.19672 -0.080 -0.046 0.067
H 6.40589 -3.45409 2.06449 -0.124 -0.069 0.283
H 5.50291 -3.92833 0.63384 -0.312 -0.114 0.008
C 1.73474 -1.29094 5.09226 0.317 0.327 0.326
C 1.82382 -2.26505 6.07946 0.231 0.054 -0.364
C 2.06822 -1.89999 7.39830 -0.505 -0.449 0.043
C 2.13593 -0.56744 7.77702 0.242 -0.059 -0.241
C 2.03300 0.40696 6.79225 -0.410 0.180 0.036
C 1.82041 0.04107 5.47372 0.015 0.069 -0.270
H 1.70202 -1.50462 4.03347 -0.307 -0.327 0.044
H 1.73136 -3.31125 5.81303 0.085 0.012 0.049
H 2.13324 -2.70177 8.12708 0.065 0.210 0.106
H 2.28314 -0.30913 8.81651 0.034 0.077 -0.002
H 2.05210 1.46658 7.01897 0.119 -0.081 0.230
H 1.71284 0.81196 4.71758 0.223 -0.043 0.069
C -1.41767 0.01910 -0.28175 -0.097 -0.439 0.434
C -1.02433 -0.77650 0.79351 0.060 -0.074 -0.182
C 0.31284 -0.82220 1.17129 0.090 0.647 0.215
C 1.23459 0.00240 0.53176 0.094 -0.414 -0.824
C 0.84580 0.76024 -0.57743 0.220 0.008 0.559
C -0.47795 0.76213 -0.97432 -0.293 0.237 -0.188
H -2.46255 0.00810 -0.56294 0.027 0.080 -0.143
H -1.75904 -1.37335 1.32007 0.067 0.048 -0.068
H 0.64402 -1.41661 2.01367 -0.118 -0.153 -0.090
H 2.28928 -0.05494 0.77752 -0.095 0.095 0.238
H 1.56455 1.37682 -1.09857 0.032 -0.052 -0.012
H -0.79037 1.36402 -1.82152 0.061 0.016 0.022
C -0.20970 1.72542 -5.60125 -0.195 0.386 0.482
C -0.99023 1.86326 -6.73777 0.096 0.246 -0.249
C -0.41431 2.28094 -7.93119 -0.079 0.160 -0.070
C 0.94795 2.53106 -8.00170 -0.040 -0.424 0.317
C 1.72141 2.38364 -6.85124 0.049 -0.136 -0.148
C 1.14463 2.03907 -5.62645 0.337 -0.520 -1.028
H -0.70548 1.43741 -4.68085 0.229 -0.070 0.054
H -2.05469 1.67346 -6.70350 -0.010 -0.077 0.060
H -1.02251 2.42542 -8.81654 -0.037 -0.132 0.051
H 1.38891 2.73501 -8.96842 0.143 0.206 0.107
H 2.80409 2.44378 -6.92752 -0.115 0.270 0.050
H 1.82834 1.87565 -4.80586 -0.385 0.105 0.374
```
Positions in Å, forces in eV/Å.

Its electronic energy is -103423.77606 eV. As for the frontier orbital gap: 9.13 eV. Its net charge is 0. The LUMO energy is -0.06 eV. The SMILES is C[N+](=O)[O-].C[N+](=O)[O-].C[N+](=O)[O-].C[N+](=O)[O-].C[N+](=O)[O-].ClC(Cl)(Cl)Cl.c1ccccc1.c1ccccc1.c1ccccc1.